A 2-piece molecular cluster, CH7NSi overall in a non-equilibrium geometry. Source: the Open Molecules 2025 dataset; level of theory: ωB97M-V/def2-TZVPD.

Geometry as XYZ:
```
10
Properties=species:S:1:pos:R:3:nbo_charge:R:1
N 0.0875 1.2817 -1.8794 -1.33
Si -0.0692 -0.1002 -2.7152 1.32
H 0.4001 2.2483 -2.0934 0.41
H 0.4124 -0.5567 -4.0959 -0.21
H -0.4054 -1.4127 -2.0440 -0.19
C -0.1370 -0.7975 1.5940 -0.86
H 0.2417 -0.2121 2.4810 0.22
H -0.2476 -1.8126 1.9078 0.21
H 0.4541 -0.7314 0.6452 0.22
H -1.1883 -0.4225 1.4033 0.21
```

Output
Max |F|   0.033 hartree/bohr
LUMO level   -0.16 eV
Frontier orbital gap   0.352 hartree
Total charge   0
SMILES   N=[SiH2].C
Energy   -10516.325 eV

=====

A single C4H9NO2 molecule. Source: the Open Molecules 2025 dataset; level of theory: ωB97M-V/def2-TZVPD.

Geometry as XYZ:
```
16
Properties=species:S:1:pos:R:3:nbo_charge:R:1
C -1.4594 -0.3279 -2.0396 -0.42
N -0.6897 -0.1652 -0.8223 -0.55
C -1.1144 0.6504 0.0464 0.44
O -0.5301 0.9101 1.2152 -0.49
C 0.5011 0.0318 1.7085 -0.11
C 1.8363 0.0636 0.9688 -0.09
O 1.9231 -0.8006 -0.1278 -0.74
H -0.8744 0.0349 -2.8919 0.20
H -1.6553 -1.3921 -2.2040 0.21
H -2.4208 0.2062 -2.0226 0.17
H -2.0231 1.2514 -0.0669 0.15
H 0.6413 0.3824 2.7343 0.20
H 0.1156 -0.9944 1.7228 0.19
H 2.0691 1.1114 0.7104 0.16
H 2.5972 -0.2668 1.6868 0.18
H 1.0836 -0.6951 -0.6181 0.50
```

Output
Max |F|   0.010 hartree/bohr
LUMO level   0.97 eV
Frontier orbital gap   0.398 hartree
Total charge   0
SMILES   C/N=C/OCCO
Energy   -9878.235 eV

=====

A 2-piece molecular cluster, C5H8O2 overall in a non-equilibrium geometry. Source: the Open Molecules 2025 dataset; level of theory: ωB97M-V/def2-TZVPD.

Geometry as XYZ:
```
15
Properties=species:S:1:pos:R:3:nbo_charge:R:1
C 1.4497 0.9616 -0.5082 -0.56
C 0.2872 0.3552 -0.2711 0.13
C -1.0219 0.7743 0.4098 -0.47
C -1.6587 -0.4800 -0.2025 0.06
O -1.4438 -0.3978 -1.6074 -0.47
C -0.3870 -0.9074 -0.7899 -0.02
H 2.1523 0.5342 -1.2165 0.22
H 1.5761 2.0088 -0.2511 0.22
H -0.9932 0.7821 1.5024 0.24
H -1.4220 1.7153 0.0295 0.22
H -2.5026 -1.0667 0.1448 0.21
H -0.0110 -1.8965 -1.0445 0.21
O 1.1227 -0.6935 1.5739 -0.95
H 1.6656 -0.0959 1.0010 0.50
H 1.1867 -1.5937 1.2297 0.47
```

Output
Max |F|   0.031 hartree/bohr
LUMO level   0.85 eV
Frontier orbital gap   0.375 hartree
Total charge   0
SMILES   C=C1C[C@H]2O[C@@H]12.O
Energy   -9405.921 eV

=====

C27H30BrF15NO7PS2Ti as an isolated structure in a non-equilibrium geometry. Source: the Open Molecules 2025 dataset; level of theory: ωB97M-V/def2-TZVPD.

Geometry as XYZ:
```
85
Properties=species:S:1:pos:R:3:mulliken_spin:R:1
Ti -0.4320 -0.5654 -0.3313 0.85
C -3.0940 -1.0965 1.0530 0.06
C -2.7922 -1.2301 2.4108 -0.02
C -1.7125 -2.0960 2.5356 0.02
C -1.3268 -2.5242 1.2500 0.01
C -2.1659 -1.8674 0.2987 -0.03
H -3.9249 -0.5424 0.6435 0.00
H -3.2887 -0.7159 3.2137 0.00
H -1.2452 -2.3943 3.4599 0.00
H -0.6134 -3.3084 1.0304 0.00
H -2.3853 -2.2692 -0.6849 -0.01
C 5.6373 1.8403 0.4265 0.00
C 4.4175 1.2697 1.1488 0.00
C 4.7383 -0.1301 1.6674 0.00
P 2.6991 1.2151 0.3096 0.03
C 3.0251 0.9947 -1.5458 0.00
C 3.5554 2.1384 -2.4060 0.00
C 3.8477 -0.2764 -1.7576 0.02
C 2.2246 3.0427 0.4892 0.00
C 3.2349 4.1625 0.2450 0.00
C 1.6607 3.2186 1.9001 0.00
H 6.4765 1.8698 1.1251 0.00
H 5.4638 2.8472 0.0657 0.00
H 5.9301 1.2157 -0.4109 0.00
H 4.2261 1.9002 2.0276 0.00
H 4.9685 -0.8062 0.8484 0.00
H 3.8805 -0.5233 2.2046 0.00
H 5.5932 -0.1017 2.3456 0.00
H 2.0062 0.7876 -1.9042 -0.03
H 4.5619 2.4375 -2.1228 0.00
H 2.8873 2.9924 -2.3552 0.00
H 3.5717 1.8063 -3.4433 0.00
H 4.8966 -0.1179 -1.5160 0.00
H 3.7829 -0.5989 -2.7942 0.00
H 3.4562 -1.0790 -1.1357 -0.02
H 1.3990 3.1492 -0.2176 0.00
H 3.9879 4.1714 1.0288 0.00
H 2.7090 5.1173 0.2783 0.00
H 3.7219 4.0858 -0.7192 0.00
H 2.4458 3.1102 2.6485 0.00
H 0.8851 2.4902 2.1046 0.00
H 1.2207 4.2075 2.0145 0.00
F 0.2836 2.8446 -3.2899 0.00
C -0.6669 3.2272 -2.4487 0.00
F -0.1560 4.2300 -1.7210 0.00
F -1.6379 3.7905 -3.1941 0.00
C -1.1633 2.0374 -1.5623 -0.01
O -0.1554 1.2725 -1.1916 0.00
C -1.9033 2.6188 -0.3151 0.01
F -2.7866 3.5965 -0.6261 0.00
F -2.6007 1.6573 0.2930 0.00
F -1.0587 3.1482 0.5487 0.00
C -2.2368 1.2622 -2.4008 -0.01
F -3.3860 1.9510 -2.5799 0.00
F -1.8057 0.9478 -3.6127 0.00
F -2.6047 0.1353 -1.7688 0.00
Br 3.8160 -2.1364 6.0056 0.00
C 2.4938 -1.3199 4.8907 0.01
C 1.7617 -0.2456 5.3896 0.00
C 0.8240 0.3427 4.5789 0.01
C 0.6188 -0.1015 3.2585 0.00
C 1.3946 -1.1731 2.7746 0.03
C 2.3102 -1.7939 3.5932 0.00
C -0.4030 0.5552 2.4430 0.02
O -1.1669 1.4167 2.9087 0.03
O -0.4332 0.2042 1.1762 0.01
H 1.9399 0.1053 6.3982 0.00
H 0.2244 1.1694 4.9253 0.00
H 1.2547 -1.5008 1.7502 -0.02
H 2.8852 -2.6392 3.2418 0.00
F 0.6495 -1.7704 -5.3297 0.05
C 1.4824 -1.2977 -4.3836 0.55
F 1.6454 0.0312 -4.6419 0.03
F 2.7016 -1.8418 -4.6423 0.03
S 1.0533 -1.5193 -2.1531 0.13
O 1.0753 -1.5559 -0.5533 0.09
O -0.3690 -1.0522 -2.2921 0.03
N 1.1199 -3.1074 -2.5365 0.08
S 0.1745 -3.9631 -1.6448 0.00
O -1.2260 -3.6689 -1.7186 0.00
O 0.6853 -4.3959 -0.3753 0.01
C 0.2339 -5.5994 -2.6441 0.00
F -0.3135 -5.4784 -3.8612 0.00
F -0.4774 -6.5567 -2.0117 0.00
F 1.4563 -6.1251 -2.8271 0.00
```

Output
2S+1   3
Max |F|   0.134 hartree/bohr
LUMO level (spin up / spin down)   3.73 / 3.12 eV
Frontier orbital gap (spin up / spin down)   0.174 / 0.179 hartree
Total charge   -2
Energy   -209190.247 eV

=====

C39H36N2OP2S2V as an isolated structure in a non-equilibrium geometry. Source: the Open Molecules 2025 dataset; level of theory: ωB97M-V/def2-TZVPD.

Geometry as XYZ:
```
83
Properties=species:S:1:pos:R:3:mulliken_spin:R:1
V 0.1934 0.0957 0.2728 0.97
O -1.6497 -0.8971 2.8446 -0.02
S -1.1232 -1.1919 1.5323 0.02
C -0.6720 -2.9237 1.4959 0.01
C -1.4401 -3.9193 2.0703 0.00
C -0.9086 -5.1979 2.1666 0.00
C 0.3583 -5.4628 1.6674 0.00
C 1.1320 -4.4560 1.1059 0.00
C 0.6290 -3.1572 1.0515 -0.02
P 1.6320 -1.6885 0.6247 0.03
C 2.4863 -1.2626 2.1651 -0.03
C 2.1185 -1.7380 3.4205 -0.01
C 2.8975 -1.4178 4.5198 0.00
C 4.0313 -0.6335 4.3701 0.00
C 4.3690 -0.1160 3.1270 0.00
C 3.5902 -0.4137 2.0256 0.02
C 2.9803 -2.3494 -0.4027 0.01
C 2.9495 -2.2191 -1.7857 -0.02
C 3.9667 -2.7488 -2.5609 0.00
C 5.0226 -3.4100 -1.9566 0.00
C 5.0573 -3.5473 -0.5775 0.00
C 4.0443 -3.0191 0.2040 0.00
C -2.4144 -0.9561 0.2878 0.00
C -3.0465 -1.9672 -0.4095 0.01
C -3.8727 -1.6345 -1.4761 0.00
C -4.0466 -0.3067 -1.8338 0.00
C -3.4268 0.7081 -1.1148 0.00
C -2.5689 0.3947 -0.0621 0.00
P -1.8562 1.6068 1.1600 0.00
C -3.3848 2.6041 1.2624 0.00
C -4.3228 2.1938 2.2030 0.00
C -5.5771 2.7776 2.2287 0.00
C -5.8937 3.7738 1.3208 0.00
C -4.9485 4.2060 0.4041 0.00
C -3.6942 3.6223 0.3611 0.00
C -0.6254 2.7693 0.4387 -0.04
C 0.5306 2.3566 -0.2446 0.02
C 1.6133 3.2129 -0.4004 -0.07
C 1.5700 4.4903 0.1392 0.00
C 0.4535 4.9008 0.8526 0.00
C -0.6169 4.0419 1.0205 0.00
H -2.4156 -3.6875 2.4682 0.00
H -1.4794 -5.9763 2.6484 0.00
H 0.7627 -6.4605 1.7493 0.00
H 2.1250 -4.6794 0.7420 0.00
H 1.2481 -2.3704 3.5302 0.00
H 2.6261 -1.7977 5.4911 0.00
H 4.6577 -0.4301 5.2240 0.00
H 5.2491 0.5025 3.0178 0.00
H 3.8523 -0.0320 1.0400 0.00
H 2.1020 -1.7222 -2.2371 0.00
H 3.9266 -2.6645 -3.6376 0.00
H 5.8150 -3.8246 -2.5615 0.00
H 5.8702 -4.0726 -0.1041 0.00
H 4.0742 -3.1394 1.2795 0.00
H -2.9090 -2.9963 -0.1157 0.00
H -4.3851 -2.4126 -2.0207 0.00
H -4.6886 -0.0566 -2.6636 0.00
H -3.6451 1.7414 -1.3502 0.00
H -4.0608 1.4184 2.9107 0.00
H -6.3070 2.4497 2.9520 0.00
H -6.8784 4.2134 1.3257 0.00
H -5.1938 4.9969 -0.2869 0.00
H -2.9678 3.9715 -0.3599 0.00
H 0.5911 1.3824 -0.7841 0.10
H 2.4883 2.8798 -0.9471 0.00
H 2.4116 5.1534 0.0205 0.00
H 0.4208 5.8858 1.2945 0.00
H -1.4589 4.3492 1.6263 0.00
C 1.7238 1.4934 -4.6260 0.00
N 1.1644 0.5078 -3.7208 0.00
C 0.0292 0.5106 -3.0470 -0.01
S -0.2408 -0.8064 -1.9278 0.00
N -0.9400 1.4101 -3.1126 0.00
C -1.1415 2.5367 -4.0043 0.00
H 2.8059 1.3948 -4.6005 0.00
H 1.4659 2.5004 -4.3167 0.00
H 1.3931 1.3261 -5.6516 0.00
H 1.7390 -0.3171 -3.5893 0.00
H -1.7212 1.2132 -2.4890 0.00
H -0.7962 2.3086 -5.0090 0.00
H -0.6418 3.4360 -3.6328 0.00
H -2.2078 2.7434 -4.0424 0.00
```

Output
2S+1   2
Max |F|   0.047 hartree/bohr
LUMO level (spin up / spin down)   -5.64 / -5.98 eV
Frontier orbital gap (spin up / spin down)   0.283 / 0.259 hartree
Total charge   +2
Energy   -111974.693 eV

=====

An isolated ion of composition C7H11N4S and charge +1 in a non-equilibrium geometry. Source: the Open Molecules 2025 dataset; level of theory: ωB97M-V/def2-TZVPD.

Geometry as XYZ:
```
23
Properties=species:S:1:pos:R:3:nbo_charge:R:1
C -0.2948 -2.6927 0.3889 -0.76
S 0.1256 -2.8348 -1.3932 0.23
C 0.5377 -1.0809 -1.7226 -0.01
N 1.8257 -0.7793 -1.1321 -0.55
C 2.1482 0.1605 -0.2052 0.36
N 1.2247 0.9985 0.2351 -0.49
C -0.0189 0.9254 -0.2906 0.18
C -1.1570 1.5829 -0.0064 0.14
C -1.2817 2.8475 0.7506 -0.67
N -2.2033 1.0423 -0.6695 -0.40
C -1.7696 0.0761 -1.4115 0.21
N -0.4550 -0.1488 -1.0637 -0.37
H 0.6661 -2.8778 0.8845 0.22
H -0.8652 -3.6811 0.5756 0.27
H -0.7775 -1.6912 0.5278 0.24
H 0.4743 -0.9978 -2.8279 0.25
H 2.5242 -1.5193 -1.2043 0.45
H 3.1686 0.0936 0.1969 0.26
H 1.1860 1.5144 1.0948 0.47
H -0.6037 3.6012 0.2709 0.24
H -2.2982 3.1158 0.8665 0.27
H -1.0188 2.8661 1.8666 0.23
H -2.3790 -0.6138 -1.9636 0.24
```

Output
Max |F|   0.070 hartree/bohr
LUMO level   -4.27 eV
Frontier orbital gap   0.304 hartree
Total charge   +1
SMILES   CS[C@@H]1[NH+]=CNc2c(C)ncn21
Energy   -24225.474 eV

=====

- What is the energy in the first record?
  -10516.325 eV